Entry 1:
This record from the OMol25 dataset describes a cluster of 2 separate species, CHNOS in total. The level of theory is wB97M-V/def2-TZVPD.

Geometry as XYZ:
```
5
Properties=species:S:1:pos:R:3
C 0.3507 -0.1257 1.0738
N -0.1406 0.7083 1.6733
O -0.7068 -1.8513 -1.1917
S -0.5012 -3.1871 -1.6674
H 0.9768 -0.8437 0.4344
```

As for the SMILES: C#N.O=S. The calculation puts the HOMO-LUMO gap (alpha / beta) at 7.787 / 7.791 eV. For the energy above the lowest of the compared OMol25 structures with the same formula, charge and spin, the calculation gives 28.4 kcal/mol.



Entry 2:
This record from the OMol25 dataset describes a structure of composition C13H28O5. The level of theory is wB97M-V/def2-TZVPD.

Geometry as XYZ:
```
46
Properties=species:S:1:pos:R:3
C 8.5305 31.2403 -26.3360
C 7.2328 30.5226 -25.8617
O 6.3336 31.0985 -25.2159
C 6.9739 29.0934 -26.1433
H 8.5444 32.3272 -26.2556
H 8.8902 30.8453 -27.2861
H 9.2344 30.9400 -25.5598
H 6.6669 28.8065 -27.1491
H 6.2682 28.5636 -25.5034
H 7.8993 28.5809 -25.8806
C 8.3671 30.8209 -23.6213
C 7.3060 30.8583 -22.4945
O 6.1915 30.4014 -22.5807
C 7.7208 31.5370 -21.2179
H 7.8217 30.5279 -24.5184
H 9.1802 30.1028 -23.5148
H 8.6835 31.8618 -23.6878
H 6.9702 31.4287 -20.4349
H 7.9292 32.5658 -21.5114
H 8.6684 31.1612 -20.8321
C 9.8511 27.3789 -23.4768
C 8.6218 28.1780 -23.7965
O 8.5622 28.6924 -24.9580
C 7.3877 28.1278 -22.9028
H 9.8815 26.5625 -24.1984
H 9.5901 26.8337 -22.5698
H 10.8123 27.8919 -23.5074
H 6.9677 29.1323 -22.8508
H 7.6066 27.9331 -21.8529
H 6.6501 27.4426 -23.3205
C 12.4167 31.9824 -22.8340
C 11.2940 31.0191 -22.7012
O 11.3199 29.8378 -23.0189
C 10.0680 31.6242 -22.1469
H 13.1113 31.4492 -22.1849
H 12.2970 32.9380 -22.3236
H 12.8828 31.9456 -23.8186
H 9.3097 30.8619 -21.9680
H 9.8609 32.2918 -22.9833
H 10.3719 32.1660 -21.2512
C 8.6465 30.6135 -18.9514
O 9.7723 30.2579 -18.1444
H 8.7331 30.1707 -19.9436
H 7.6797 30.2318 -18.6231
H 8.5541 31.6983 -19.0035
H 10.5881 30.5377 -18.5660
```

The calculation puts the HOMO-LUMO gap at 8.020 eV. For the energy above the lowest of the compared OMol25 structures with the same formula, charge and spin, the calculation gives 270.0 kcal/mol.



Entry 3:
This record from the OMol25 dataset describes an isolated molecule of C3H9NS. The level of theory is wB97M-V/def2-TZVPD.

Geometry as XYZ:
```
14
Properties=species:S:1:pos:R:3
C 2.2481 0.4635 -0.2634
C 0.7353 0.4154 -0.4250
C 0.1819 -0.6220 0.4726
S -1.6045 -0.8487 0.0859
N 0.1581 1.7618 -0.2450
H 2.7044 -0.4787 -0.5949
H 2.7605 1.2185 -0.8442
H 2.6039 0.5548 0.7560
H 0.5947 0.2014 -1.4917
H 0.3060 -0.2759 1.4959
H 0.5992 -1.5903 0.2283
H -2.0918 -1.2062 1.2765
H -0.0029 2.2052 -1.1357
H -0.7255 1.6955 0.2461
```

As for the SMILES: C[C@H](N)CS. The calculation puts the HOMO-LUMO gap at 9.960 eV. For the energy above the lowest of the compared OMol25 structures with the same formula, charge and spin, the calculation gives 7.4 kcal/mol.



Entry 4:
This record from the OMol25 dataset describes a cluster of 2 separate species, C3H8N2S in total. The level of theory is wB97M-V/def2-TZVPD.

Geometry as XYZ:
```
14
Properties=species:S:1:pos:R:3
C 1.7825 1.7736 -0.1592
C -2.6882 0.2626 -0.7632
C 0.9337 -1.3504 0.8704
N 2.3912 0.7305 -0.4664
N -1.8265 -0.5161 -0.3904
S 2.2992 -0.8372 -0.2517
H 0.7022 2.0478 0.2503
H 2.4000 2.6212 -0.2821
H -3.8026 0.1474 -0.7065
H -2.2306 1.0656 -1.2333
H -0.0675 -1.5858 0.5459
H 0.7860 -0.5597 1.5618
H 1.4403 -2.2443 1.3293
H -2.1196 -1.5552 -0.3051
```

As for the SMILES: C=NSC.C=N. The calculation puts the HOMO-LUMO gap at 9.118 eV. For the energy above the lowest of the compared OMol25 structures with the same formula, charge and spin, the calculation gives 93.9 kcal/mol.



Entry 5:
This record from the OMol25 dataset describes a structure of composition C36H28IrO5P2S. The level of theory is wB97M-V/def2-TZVPD.

Geometry as XYZ:
```
73
Properties=species:S:1:pos:R:3
Ir 0.1809 0.3397 0.5015
O 2.0270 2.0830 1.2518
C 2.6630 1.8171 2.4447
C 3.1049 2.8056 3.3165
C 3.7346 2.4411 4.4944
C 3.8972 1.1031 4.8252
C 3.3928 0.1157 3.9948
C 2.7728 0.4613 2.7999
P 1.9636 -0.8147 1.7523
C 1.3555 -2.0026 2.9671
C 1.9906 -3.2143 3.2289
C 1.4195 -4.0967 4.1322
C 0.2259 -3.7731 4.7688
C -0.4053 -2.5643 4.5080
C 0.1668 -1.6677 3.6243
C 3.1854 -1.5550 0.6624
C 4.3422 -0.8584 0.3039
C 5.1632 -1.3685 -0.6853
C 4.8272 -2.5465 -1.3388
C 3.6924 -3.2543 -0.9641
C 2.8678 -2.7586 0.0279
C 2.4152 3.0681 0.3758
C 3.6018 3.7875 0.4770
C 3.9061 4.7477 -0.4728
C 3.0562 4.9816 -1.5441
C 1.9026 4.2277 -1.6829
C 1.5680 3.2775 -0.7271
P 0.0745 2.2401 -0.9287
C 0.0294 1.8073 -2.6799
C -0.8083 2.4375 -3.5951
C -0.7674 2.0538 -4.9255
C 0.0783 1.0285 -5.3382
C 0.8920 0.3794 -4.4195
C 0.8690 0.7655 -3.0941
C -1.3629 3.2426 -0.5201
C -1.2484 4.5488 -0.0439
C -2.3927 5.2453 0.2991
C -3.6381 4.6329 0.2051
C -3.7511 3.3282 -0.2603
C -2.6166 2.6241 -0.6154
H 2.9220 3.8440 3.0871
H 4.0890 3.2062 5.1662
H 4.3991 0.8252 5.7390
H 3.4880 -0.9254 4.2687
H 2.9162 -3.4681 2.7314
H 1.9093 -5.0369 4.3367
H -0.2085 -4.4683 5.4715
H -1.3373 -2.3154 4.9925
H -0.3262 -0.7288 3.4097
H 4.6021 0.0598 0.8111
H 6.0704 -0.8446 -0.9447
H 5.4461 -2.9085 -2.1454
H 3.4393 -4.1795 -1.4576
H 1.9488 -3.2633 0.2856
H 4.2956 3.5821 1.2766
H 4.8205 5.3118 -0.3775
H 3.2945 5.7374 -2.2751
H 1.2461 4.3789 -2.5268
H -1.4828 3.2172 -3.2700
H -1.3957 2.5545 -5.6466
H 0.0897 0.7296 -6.3749
H 1.5316 -0.4324 -4.7333
H 1.4754 0.2460 -2.3617
H -0.2773 5.0150 0.0344
H -2.3130 6.2673 0.6380
H -4.5229 5.1765 0.4967
H -4.7201 2.8576 -0.3266
H -2.6786 1.5983 -0.9545
O -2.2786 -2.5402 -0.0972
S -1.3539 -1.4903 0.0576
O -1.2483 -0.5031 -1.0659
O -1.5861 -0.5845 1.2539
O 0.0856 -1.9166 0.2626
```

The calculation puts the HOMO-LUMO gap (alpha / beta) at 5.520 / 5.953 eV. As for the expectation value of S²: 0.786. For the energy above the lowest of the compared OMol25 structures with the same formula, charge and spin, the calculation gives 78.2 kcal/mol. The spin multiplicity is 2. As for the net charge: +2.



Entry 6:
This record from the OMol25 dataset describes a cluster of 7 separate species, C14H28Cl14 in total. The level of theory is wB97M-V/def2-TZVPD.

Geometry as XYZ:
```
56
Properties=species:S:1:pos:R:3
Cl 6.8881 1.7798 0.0779
C 5.6231 2.6130 1.0146
C 4.2614 1.9274 0.7261
Cl 4.2690 0.2148 1.2511
H 5.6188 3.6239 0.6069
H 5.8459 2.6416 2.0812
H 4.0332 1.9490 -0.3396
H 3.4790 2.3953 1.3235
Cl -3.2558 -3.3753 -4.5423
C -2.7416 -3.7889 -2.8953
C -1.8345 -2.7594 -2.1696
Cl -0.4630 -2.3288 -3.2083
H -2.2615 -4.7639 -2.9792
H -3.7147 -3.9058 -2.4183
H -1.5384 -3.0016 -1.1489
H -2.3336 -1.7951 -2.0737
Cl -2.7766 4.4355 3.1946
C -1.5181 3.4065 2.4969
C -0.4077 3.4422 3.4551
Cl 0.9425 2.4921 2.7521
H -1.2094 3.8279 1.5402
H -1.9831 2.4348 2.3307
H -0.5591 2.9629 4.4223
H -0.0064 4.4550 3.4908
Cl 4.3292 -1.3364 -3.5123
C 3.7053 -0.4961 -5.0497
C 3.9513 1.0134 -5.1101
Cl 5.6806 1.3004 -5.2533
H 2.6196 -0.5919 -5.0541
H 4.0577 -1.1057 -5.8818
H 3.7283 1.6394 -4.2461
H 3.5095 1.4203 -6.0197
Cl -0.8304 2.0924 -0.5613
C -0.4715 0.4361 -1.0128
C 1.0473 0.1134 -1.1520
Cl 2.0195 1.2314 -2.1712
H -0.9808 0.2866 -1.9648
H -0.9775 -0.2371 -0.3207
H 1.2270 -0.8896 -1.5390
H 1.4767 0.1754 -0.1521
Cl -2.4865 -1.8183 3.7486
C -1.1586 -0.7592 4.1900
C 0.1361 -1.2890 3.7038
Cl 0.2304 -1.5991 1.9059
H -1.1627 -0.6982 5.2783
H -1.4269 0.2255 3.8074
H 0.3470 -2.2811 4.1030
H 0.9129 -0.5571 3.9251
Cl -7.5090 -2.5955 1.7293
C -5.9488 -1.6473 1.7125
C -5.0235 -2.0923 0.5962
Cl -3.4990 -1.1303 0.6793
H -5.5017 -1.7711 2.6988
H -6.2739 -0.6178 1.5623
H -5.4321 -2.2033 -0.4082
H -4.6533 -3.1009 0.7802
```

As for the SMILES: ClCCCl.ClCCCl.ClCCCl.ClCCCl.ClCCCl.ClCCCl.ClCCCl. The calculation puts the HOMO-LUMO gap at 10.803 eV. For the energy above the lowest of the compared OMol25 structures with the same formula, charge and spin, the calculation gives 28.2 kcal/mol.



Entry 7:
This record from the OMol25 dataset describes a structure of composition C31H30Br12N2O3. The level of theory is wB97M-V/def2-TZVPD.

Geometry as XYZ:
```
78
Properties=species:S:1:pos:R:3
C 6.7685 3.2173 1.6295
C 6.4231 2.8767 0.3738
C 6.2376 1.4684 -0.1276
C 4.9894 0.8120 0.4498
C 4.8287 0.7046 1.8263
C 3.6918 0.1047 2.3500
C 2.7400 -0.3933 1.4759
C 2.8912 -0.3007 0.0997
C 4.0241 0.3149 -0.4110
C 1.8140 -0.8509 -0.7824
O 2.0853 -1.4296 -1.8080
C 0.4239 -0.6491 -0.2586
C 0.2837 -0.7201 1.1296
C -0.9222 -0.5114 1.7525
C -2.0436 -0.2150 0.9814
C -3.3363 0.0076 1.7532
O -3.4833 -0.9988 2.7369
C -3.4044 -0.5656 4.0893
C -2.6190 -1.5912 4.9208
C -1.9320 -0.1491 -0.4055
C -3.1441 0.1782 -1.2593
N -3.6276 -0.9754 -2.0158
C -4.8212 -0.6115 -2.8166
C -0.6914 -0.3806 -1.0473
C -0.6033 -0.3327 -2.5352
C -0.8053 0.8469 -3.2484
C -0.7541 0.7675 -4.6250
C -0.5169 -0.4332 -5.2683
N -0.3134 -1.5708 -4.5996
C -0.3600 -1.4882 -3.2735
C 1.4839 -1.0178 1.9765
O 1.4170 -1.6778 2.9868
H 6.2475 4.0303 2.1267
H 7.5590 2.7302 2.1931
H 6.3005 3.6717 -0.3601
H 7.0843 0.8560 0.2067
H 6.1796 1.4689 -1.2143
H 5.5640 1.0968 2.5146
H 3.5484 0.0363 3.4191
H 4.1572 0.4230 -1.4790
H -0.9692 -0.5672 2.8302
H -4.2077 -0.0428 1.1069
H -3.2880 1.0068 2.1970
H -4.4202 -0.5494 4.4892
H -2.9110 0.4010 4.2067
H -2.0175 -2.2297 4.2765
H -1.9845 -1.0908 5.6521
H -3.2807 -2.2342 5.4997
H -3.9694 0.5380 -0.6544
H -2.8834 1.0243 -1.9068
H -2.9256 -1.2269 -2.7007
H -5.1547 0.4038 -2.5912
H -5.6494 -1.2830 -2.5983
H -4.5807 -0.6229 -3.8800
H -1.0019 1.7829 -2.7456
H -0.9326 1.6549 -5.2201
H -0.5197 -0.4743 -6.3503
H -0.2104 -2.4114 -2.7259
C 4.2144 0.3348 -4.4788
Br 2.4148 -0.2091 -4.8611
Br 5.4907 -0.4931 -5.6587
Br 4.4012 2.2553 -4.4754
H 4.4383 -0.0062 -3.4786
C -5.2997 -1.2946 8.6091
Br -4.1375 -2.8177 8.4621
Br -4.7635 0.1351 7.4367
Br -7.1430 -1.7849 8.3436
H -5.2124 -0.9243 9.6199
C -8.9414 0.1516 5.2568
Br -10.6202 -0.5978 4.6919
Br -7.4637 -0.6077 4.2916
Br -8.9452 2.0727 5.1498
H -8.8072 -0.1093 6.2971
C 7.6859 0.2711 -9.4639
Br 6.2125 1.4782 -9.2024
Br 7.4389 -1.3685 -8.4866
Br 8.0116 -0.0636 -11.3296
H 8.5679 0.7503 -9.0654
```

The calculation puts the HOMO-LUMO gap at 8.428 eV.



Entry 8:
This record from the OMol25 dataset describes a cluster of 2 separate species, C13H27NO3S in total. The level of theory is wB97M-V/def2-TZVPD.

Geometry as XYZ:
```
45
Properties=species:S:1:pos:R:3
C 3.1750 -1.4597 1.3399
C 3.1429 0.0389 1.0895
C 2.7054 0.4897 -0.3165
C 3.2092 -0.3484 -1.5085
C 2.0833 -0.8560 -2.4138
S 1.4698 -2.4665 -1.8856
C -0.3397 -2.4972 -1.9792
C -1.0253 -2.7994 -0.6240
C -2.1244 -1.8049 -0.2937
C -1.6145 -0.4455 0.1397
N -1.1140 0.3450 -1.0209
C -1.2200 1.7630 -0.7295
C -0.4032 2.3233 0.4136
O -1.9827 2.4790 -1.3613
H 3.4692 -1.6263 2.3718
H 3.9348 -1.9655 0.7502
H 2.1991 -1.9267 1.2206
H 4.0875 0.5080 1.3399
H 2.4155 0.4516 1.7848
H 1.6245 0.6059 -0.3520
H 3.0947 1.4931 -0.4576
H 3.7929 0.3002 -2.1542
H 3.8742 -1.1565 -1.2220
H 1.2870 -0.1237 -2.4815
H 2.4629 -1.0043 -3.4184
H 1.7613 -2.5181 -0.5717
H -0.5491 -3.3173 -2.6559
H -0.6960 -1.5885 -2.4538
H -0.2927 -2.8348 0.1805
H -1.4621 -3.7886 -0.6984
H -2.6927 -2.2209 0.5344
H -2.8000 -1.7116 -1.1389
H -0.8083 -0.5990 0.8606
H -2.4109 0.1108 0.6234
H -0.1238 0.1403 -1.1035
H 0.0497 1.5544 1.0356
H 0.4135 2.9090 -0.0019
H -1.0319 2.9520 1.0299
C -3.6159 3.2484 1.8238
C -4.3932 2.5498 2.9649
O -5.3780 3.1551 3.4237
O -3.9255 1.4283 3.2893
H -4.0405 4.2161 1.5569
H -2.5755 3.3939 2.1298
H -3.6325 2.6038 0.9403
```

The calculation puts the HOMO-LUMO gap at 4.568 eV.



E_tot in eV, matching the order above: -15423.01121 -24159.92777 -15582.01101 -17052.65698 -80257.74576 -190286.99949 -882262.47472 -32382.35406